Computed, not measured: a 8-piece molecular cluster, C43H109N9O15 overall in a non-equilibrium geometry, with the ωB97M-V functional and the def2-TZVPD basis.

The multiplicity is 1. The calculation puts the HOMO energy at -0.3115 Eh. Its largest force on an atom is 5.29 eV/Å. The calculation puts the energy above the lowest of the compared OMol25 structures with the same formula, charge and spin at 685.7 kJ/mol. Its electronic energy is -90464.2842 eV. As for the gap between HOMO and LUMO: 8.758 eV.

Positions of all 176 atoms, in Å:
C (-10.0612, 1.2399, -6.4332)
O (-8.7951, 1.6982, -6.8987)
C (-8.6887, 2.1642, -8.1160)
C (-7.2107, 2.3230, -8.6362)
N (-6.5997, 3.2973, -7.5816)
C (-5.1730, 3.6036, -7.8181)
C (-4.6865, 3.9920, -9.2018)
O (-5.3766, 5.1261, -9.6581)
C (-4.9420, 5.5926, -10.9454)
H (-10.0676, 1.6120, -5.4087)
H (-10.0949, 0.1592, -6.2949)
H (-10.8034, 1.6813, -7.0983)
H (-9.3518, 3.0099, -8.2981)
H (-9.1756, 1.5583, -8.8802)
H (-7.2255, 2.6573, -9.6736)
H (-6.7572, 1.3325, -8.6737)
H (-6.6015, 2.8507, -6.6756)
H (-4.5002, 2.8163, -7.4781)
H (-4.9635, 4.5435, -7.3074)
H (-4.8241, 3.1537, -9.8847)
H (-3.6266, 4.2462, -9.2077)
H (-4.0106, 6.1343, -10.7805)
H (-5.7320, 6.1886, -11.4024)
H (-4.7103, 4.8306, -11.6895)
C (-7.1354, -11.9288, -3.5000)
O (-6.9881, -11.2862, -4.8255)
C (-5.8850, -10.3018, -4.9431)
C (-6.1537, -8.9307, -4.2150)
N (-7.2237, -8.2093, -5.0315)
C (-7.6155, -6.9658, -4.5154)
C (-6.3760, -5.9500, -4.5118)
O (-5.7587, -5.7945, -3.2507)
C (-4.7397, -4.8349, -3.2616)
H (-7.7496, -11.3689, -2.7948)
H (-6.1998, -12.2421, -3.0369)
H (-7.6782, -12.8250, -3.8005)
H (-5.7076, -10.1555, -6.0086)
H (-4.9884, -10.8002, -4.5746)
H (-5.2225, -8.3720, -4.3086)
H (-6.4458, -9.0116, -3.1680)
H (-8.0396, -8.7759, -5.2145)
H (-8.1013, -7.0713, -3.5453)
H (-8.4807, -6.6622, -5.1047)
H (-6.9203, -5.0082, -4.5822)
H (-5.6163, -5.9457, -5.2934)
H (-5.0759, -3.9221, -3.7534)
H (-3.9189, -5.1884, -3.8857)
H (-4.2304, -4.5902, -2.3295)
C (5.2335, 9.1295, 3.6249)
O (3.8991, 9.2486, 3.2310)
C (3.7040, 9.9575, 2.0085)
C (3.1448, 11.3413, 2.1800)
N (4.2528, 12.2542, 2.6301)
C (3.7660, 13.5442, 3.0620)
C (3.6462, 14.5041, 1.8273)
O (4.8999, 15.2152, 1.4539)
C (4.5798, 16.3584, 0.6817)
H (5.7424, 8.5248, 2.8742)
H (5.3814, 8.6265, 4.5805)
H (5.6374, 10.1403, 3.6806)
H (3.0405, 9.3050, 1.4409)
H (4.5996, 9.8971, 1.3903)
H (2.3073, 11.2180, 2.8666)
H (2.6898, 11.7064, 1.2593)
H (5.0740, 11.7547, 2.9402)
H (4.5639, 13.9768, 3.6655)
H (2.7926, 13.5099, 3.5513)
H (2.8933, 15.2671, 2.0247)
H (3.2039, 13.9766, 0.9821)
H (4.1344, 16.0427, -0.2617)
H (5.5282, 16.8379, 0.4393)
H (4.0910, 17.1911, 1.1875)
C (11.3887, 3.5033, 1.4557)
O (10.6094, 2.5833, 0.6828)
C (9.2614, 2.4427, 1.1683)
C (9.0246, 1.6189, 2.4360)
N (9.9234, 1.9045, 3.6003)
C (9.4557, 1.0843, 4.7457)
C (10.3979, 1.5532, 5.9389)
O (11.7057, 0.9898, 5.8036)
C (12.5907, 1.5855, 6.7583)
H (11.0033, 3.8136, 2.4269)
H (11.3099, 4.4049, 0.8482)
H (12.3903, 3.0734, 1.4570)
H (8.6799, 1.9258, 0.4049)
H (8.6947, 3.3618, 1.3176)
H (9.3766, 0.7039, 1.9597)
H (8.0400, 1.1949, 2.6332)
H (10.7443, 1.3891, 3.3168)
H (9.6604, 0.0372, 4.5228)
H (8.4206, 1.2576, 5.0402)
H (10.0642, 1.3343, 6.9532)
H (10.4557, 2.6396, 5.8727)
H (11.9951, 2.0160, 7.5633)
H (13.0810, 2.4083, 6.2381)
H (13.3053, 0.7832, 6.9420)
C (1.0269, -3.3672, 8.0230)
O (-0.1575, -4.1991, 8.1315)
C (-0.2583, -4.8668, 9.2864)
C (-1.4732, -5.7976, 9.0791)
N (-1.1468, -7.2144, 9.1971)
C (-2.2675, -8.1196, 9.6152)
C (-2.0128, -9.5523, 9.0993)
O (-3.0506, -10.4503, 9.4535)
C (-2.7935, -11.8685, 9.3145)
H (1.0550, -2.7934, 8.9493)
H (1.0112, -2.6013, 7.2476)
H (1.9366, -3.9597, 7.9256)
H (-0.3533, -4.3436, 10.2379)
H (0.6353, -5.4888, 9.2340)
H (-1.8265, -5.6237, 8.0627)
H (-2.2700, -5.4556, 9.7396)
H (-0.8324, -7.5313, 8.2911)
H (-3.1188, -7.8248, 9.0017)
H (-2.5939, -7.9821, 10.6460)
H (-1.0538, -9.8908, 9.4915)
H (-2.0758, -9.6402, 8.0146)
H (-2.3806, -12.1678, 8.3512)
H (-3.6168, -12.5034, 9.6418)
H (-2.0263, -11.9452, 10.0850)
C (2.9061, -9.4270, 0.2236)
O (2.7739, -9.3513, 1.6360)
C (2.6334, -8.0838, 2.3289)
C (1.2192, -7.5281, 2.0122)
N (0.2335, -8.5244, 2.1269)
C (-1.1576, -8.2381, 1.8145)
C (-1.8937, -9.5620, 1.5645)
O (-1.1921, -10.4924, 0.6764)
C (-1.6944, -11.7467, 0.8353)
H (2.7817, -10.4411, -0.1563)
H (3.9211, -9.1958, -0.0997)
H (2.1297, -8.7695, -0.1675)
H (3.4379, -7.3788, 2.1198)
H (2.6041, -8.3502, 3.3854)
H (1.1771, -7.0566, 1.0304)
H (0.9490, -6.7512, 2.7275)
H (0.5824, -9.2687, 1.5401)
H (-1.2644, -7.6959, 0.8750)
H (-1.6227, -7.6590, 2.6122)
H (-2.9287, -9.4262, 1.2510)
H (-1.9568, -9.8573, 2.6118)
H (-2.7813, -11.7037, 0.9062)
H (-1.2356, -12.2498, 1.6864)
H (-1.3482, -12.3600, 0.0033)
C (2.9625, 6.9693, -4.7454)
O (1.6585, 7.1921, -4.1667)
C (0.5929, 7.6180, -4.9662)
C (-0.6949, 7.8225, -4.0846)
N (-0.7739, 6.5625, -3.3091)
C (-1.6809, 6.7615, -2.1324)
C (-3.1460, 6.6574, -2.4104)
O (-3.4164, 5.2510, -2.6737)
C (-4.6689, 4.7351, -2.1064)
H (3.0527, 5.8935, -4.8956)
H (3.6697, 7.2997, -3.9846)
H (3.1550, 7.5147, -5.6693)
H (0.4303, 6.9117, -5.7804)
H (0.9027, 8.5714, -5.3940)
H (-1.5437, 8.0493, -4.7298)
H (-0.7277, 8.6896, -3.4249)
H (0.1718, 6.2940, -3.0774)
H (-1.3817, 7.6484, -1.5738)
H (-1.5656, 5.9478, -1.4163)
H (-3.5571, 7.3858, -3.1094)
H (-3.5014, 7.0015, -1.4391)
H (-5.6051, 5.1568, -2.4721)
H (-4.7516, 5.0516, -1.0667)
H (-4.7173, 3.6770, -2.3636)
N (1.6043, 1.5256, -0.0526)
C (1.8541, 0.6686, -1.0454)
N (1.2610, 1.0477, -2.1329)
O (2.4370, -0.3745, -0.9079)
H (1.0366, 2.3573, -0.1312)
H (2.3040, 1.4668, 0.6734)
H (1.1480, 0.2583, -2.7526)
H (0.7058, 1.8857, -2.2310)